## w
{
  "formula": "C4H5N3O2",
  "method": "wB97M-V/def2-TZVPD",
  "elements": ["C", "C", "C", "C", "H", "H", "H", "H", "H", "N", "N", "N", "O", "O"],
  "xyz": [[-1.31460, -0.44674, -0.10383], [-0.63294, 1.56435, 0.10992], [1.81698, -0.53131, 0.61584], [0.98880, -1.30590, -0.47998], [-0.39477, 2.65728, 0.13380], [1.31823, -0.36621, 1.52587], [2.88310, -0.87320, 0.58247], [1.43689, -1.69541, -1.41050], [0.77395, -2.24078, 0.03972], [-1.74319, 0.96796, 0.03091], [0.39531, 0.90772, -0.36643], [-0.07098, -0.36696, -0.62992], [-1.81784, -1.41794, 0.47422], [1.66350, 0.95230, 0.15516]],
  "lowdin_charge": [-0.44, -0.20, 0.00, -0.08, 0.16, 0.11, 0.14, 0.13, 0.13, 0.18, -0.12, 0.00, 0.06, -0.05],
  "homo_energy_ev": -9.01,
  "molar_mass_g_mol": 127.1,
  "smiles": "O=c1ncn2n1CCO2",
  "orbital_gap_ha": 0.3530
}

=====

## x
{
  "formula": "C4H5N3O2",
  "method": "wB97M-V/def2-TZVPD",
  "elements": ["C", "C", "C", "C", "H", "H", "H", "H", "H", "N", "N", "N", "O", "O"],
  "xyz": [[-1.89801, -0.06423, 0.24034], [-0.75591, 1.59571, -0.16411], [2.06576, 0.18540, 0.14034], [1.76704, -1.11643, -0.38570], [-3.62049, -0.84898, -0.27662], [-0.02686, 2.33776, -0.39470], [3.17514, 0.31066, 0.13321], [0.90253, -2.07209, -0.67672], [2.85284, -1.30929, -0.92342], [-1.99039, 1.13963, -0.35416], [-0.00298, 0.52398, 0.42399], [-0.72535, -0.50369, 0.86420], [-2.90446, -0.91177, 0.37104], [1.16114, 0.73334, 1.00231]],
  "lowdin_charge": [-0.47, -0.04, -0.20, -0.01, 0.12, 0.13, 0.11, 0.16, 0.07, 0.15, -0.27, 0.20, 0.08, -0.04],
  "homo_energy_ev": -8.74,
  "molar_mass_g_mol": 127.1,
  "smiles": "C=COn1cnc(O)n1",
  "orbital_gap_ha": 0.3499
}

=====

## y
{
  "formula": "C4H5N3O2",
  "method": "wB97M-V/def2-TZVPD",
  "elements": ["C", "C", "C", "C", "N", "N", "N", "O", "O", "H", "H", "H", "H", "H"],
  "xyz": [[1.92999, -1.20931, -0.02163], [0.61450, -0.93211, -0.07043], [1.66864, 1.06254, -0.23653], [-0.77213, 1.10523, -0.39689], [2.56800, 0.01559, -0.12538], [3.94981, 0.13950, -0.20419], [0.48680, 0.43598, -0.21579], [4.39824, 1.24088, -0.08997], [4.55474, -0.88710, -0.38363], [2.47573, -2.12233, 0.07623], [-0.23262, -1.58549, -0.01495], [-0.67796, 1.84012, -1.19588], [-1.53911, 0.37706, -0.66221], [-1.07237, 1.62409, 0.51540]],
  "lowdin_charge": [-0.03, -0.06, 0.02, -0.04, -0.04, -0.39, -0.18, 0.12, 0.09, 0.12, 0.12, 0.09, 0.09, 0.09],
  "homo_energy_ev": -9.36,
  "molar_mass_g_mol": 127.1,
  "orbital_gap_ha": 0.3422
}

=====

List of relative energies, unit hartree: w 0.0000; x 0.0773; y 0.0227

=====

## w
{
  "formula": "C5H7N3",
  "method": "wB97M-V/def2-TZVPD",
  "elements": ["C", "C", "C", "C", "C", "H", "H", "H", "H", "H", "H", "H", "N", "N", "N"],
  "xyz": [[-0.76183, 0.00499, 0.88436], [0.41829, -0.52962, 1.48126], [1.57836, -0.57593, 0.69948], [1.49976, -0.08403, -0.56957], [0.18055, 0.14677, -1.10134], [-2.59427, 0.78108, 1.19140], [-1.69777, 0.32668, 2.59833], [0.40571, -0.72685, 2.53462], [2.49664, -0.64222, 1.15034], [2.33555, -0.25794, -1.28567], [-0.75955, 0.42083, -2.88690], [0.98192, 0.41094, -3.06370], [-1.89110, 0.17583, 1.62395], [0.13448, 0.43683, -2.42819], [-0.90895, 0.23225, -0.42483]],
  "lowdin_charge": [-0.40, -0.04, -0.10, -0.06, -0.44, 0.11, 0.09, 0.09, 0.08, 0.11, 0.09, 0.13, 0.11, 0.10, 0.15],
  "homo_energy_ev": -7.45,
  "molar_mass_g_mol": 109.1,
  "smiles": "Nc1cccc(N)n1",
  "orbital_gap_ha": 0.3157
}

=====

## x
{
  "formula": "C5H7N3",
  "method": "wB97M-V/def2-TZVPD",
  "elements": ["C", "C", "C", "C", "C", "H", "H", "H", "H", "H", "H", "H", "N", "N", "N"],
  "xyz": [[0.63083, -0.15433, 1.01727], [1.07664, 0.15978, -1.03681], [-0.30221, 0.11177, -0.21487], [-1.01364, -1.10645, -0.29897], [-1.32026, 1.01009, 0.00585], [0.68542, 0.75250, 1.46406], [0.38858, -0.81577, 1.83059], [2.49563, -0.01709, 0.66608], [1.02570, -0.22128, -2.05051], [1.30526, 1.23688, -0.99078], [-0.79917, -2.06973, -0.66241], [-1.03274, 2.03814, 0.03336], [1.67311, -0.43752, 0.16724], [-2.30748, -0.92237, -0.02196], [-2.50566, 0.43539, 0.09186]],
  "lowdin_charge": [-0.18, -0.04, -0.41, -0.10, -0.12, 0.08, 0.13, 0.14, 0.12, 0.12, 0.12, 0.12, -0.05, 0.03, 0.04],
  "homo_energy_ev": -9.51,
  "molar_mass_g_mol": 109.1,
  "smiles": "C1=NN=CC12CNC2",
  "orbital_gap_ha": 0.3565
}

=====

List of relative energies, unit hartree: w 0.0000; x 0.1719

=====

## w
{
  "formula": "C5H7N3",
  "method": "wB97M-V/def2-TZVPD",
  "elements": ["C", "C", "C", "C", "C", "N", "N", "N", "H", "H", "H", "H", "H", "H", "H"],
  "xyz": [[0.55709, 1.48315, 0.21919], [0.09665, -0.19538, 2.03301], [-1.16999, -0.88763, -2.49354], [-0.46634, -1.42866, -1.39688], [0.81187, 1.10637, 1.63383], [0.23454, 0.61553, -0.67227], [-0.20169, -1.11108, 1.27430], [0.24397, -0.68644, -0.46787], [0.89558, 2.38589, -0.30473], [0.01953, -0.36500, 3.24401], [-1.59817, -1.59467, -3.16940], [-1.25778, 0.14644, -2.74122], [-0.49618, -2.42248, -1.33926], [1.92324, 1.01633, 1.88509], [0.40767, 1.93763, 2.29575]],
  "lowdin_charge": [-0.16, -0.26, 0.04, -0.17, -0.18, 0.01, 0.16, -0.07, 0.11, 0.16, 0.03, 0.03, 0.04, 0.14, 0.11],
  "homo_energy_ev": [-8.11, -8.11],
  "molar_mass_g_mol": 109.1,
  "orbital_gap_ha": [0.3076, 0.3076]
}

=====

## x
{
  "formula": "C5H7N3",
  "method": "wB97M-V/def2-TZVPD",
  "elements": ["C", "C", "C", "C", "C", "H", "H", "H", "H", "H", "H", "H", "N", "N", "N"],
  "xyz": [[-0.54211, 1.50861, 0.84715], [1.03219, -0.28960, 1.21723], [0.36315, -0.55532, 0.09320], [0.06128, -1.57711, -1.15130], [-0.35377, 0.61024, -0.22819], [-0.46765, 2.67056, 0.75018], [-1.55104, 1.37793, 1.30114], [0.23678, 1.18906, 2.74496], [1.72006, -0.99461, 1.77060], [-0.81003, -2.29346, -0.98638], [0.97752, -2.10112, -1.44823], [-0.39593, -0.64630, -3.11658], [0.73995, 1.08132, 1.75715], [-0.43748, -0.63325, -2.00870], [-0.57291, 0.65304, -1.54225]],
  "lowdin_charge": [-0.12, -0.08, -0.14, -0.14, -0.36, 0.14, 0.12, 0.14, 0.12, 0.13, 0.11, 0.19, -0.03, -0.16, 0.09],
  "homo_energy_ev": -7.09,
  "molar_mass_g_mol": 109.1,
  "smiles": "C1=C2CNN=C2CN1",
  "orbital_gap_ha": 0.2969
}

=====

## y
{
  "formula": "C5H7N3",
  "method": "wB97M-V/def2-TZVPD",
  "elements": ["C", "C", "C", "N", "C", "C", "N", "N", "H", "H", "H", "H", "H", "H", "H"],
  "xyz": [[0.14014, -0.43200, 0.11286], [0.91798, 0.15652, -1.01968], [0.85496, -1.36672, 1.03661], [-1.18413, -0.49503, 0.05903], [-1.12390, 2.21524, 0.08466], [-1.98880, 0.28303, -0.76674], [-0.55242, 3.04754, 0.65440], [-1.93764, 1.54235, -0.75156], [-1.67707, -1.07757, 0.72583], [0.42498, 0.02843, -1.98589], [0.21086, -1.69561, 1.85556], [1.06736, 1.21476, -0.85676], [1.90349, -0.29187, -1.09541], [1.74129, -0.87094, 1.43908], [1.20291, -2.25812, 0.50802]],
  "lowdin_charge": [-0.29, -0.02, -0.02, 0.07, -0.40, -0.20, 0.13, 0.04, 0.15, 0.10, 0.08, 0.08, 0.09, 0.10, 0.10],
  "homo_energy_ev": [-7.89, -7.89],
  "molar_mass_g_mol": 109.1,
  "orbital_gap_ha": [0.2715, 0.2717]
}

=====

List of relative energies, unit hartree: w 0.0508; x 0.0247; y 0.0000

=====

## w
{
  "formula": "C5H7N3",
  "method": "wB97M-V/def2-TZVPD",
  "elements": ["C", "C", "C", "C", "C", "H", "H", "H", "H", "H", "H", "H", "N", "N", "N"],
  "xyz": [[-2.02264, -0.02304, -0.54076], [0.01450, 1.13922, 0.31263], [1.23846, 1.48185, -0.06444], [2.05247, 0.41870, -0.55536], [0.69763, -1.66834, 0.57660], [-2.05062, -0.12276, -1.63282], [-2.98372, 0.61598, -0.16976], [-2.34685, -0.97789, -0.06235], [-0.55648, 2.11098, 0.92977], [1.83684, 2.35311, 0.40080], [0.78528, -0.95028, 1.29671], [1.39940, -2.55567, 0.21178], [-0.56960, 0.03033, 0.07846], [2.65661, -0.63552, -0.49870], [-0.15128, -1.21668, -0.28255]],
  "lowdin_charge": [-0.02, -0.24, -0.14, -0.21, -0.03, 0.07, 0.12, 0.07, 0.20, 0.13, 0.05, 0.13, -0.21, 0.12, -0.03],
  "homo_energy_ev": -8.39,
  "molar_mass_g_mol": 109.1,
  "smiles": "C=NN(C)/C=C\\C#N",
  "orbital_gap_ha": 0.3298
}

=====

## x
{
  "formula": "C5H7N3",
  "method": "wB97M-V/def2-TZVPD",
  "elements": ["C", "C", "C", "C", "C", "H", "H", "H", "H", "H", "H", "H", "N", "N", "N"],
  "xyz": [[-2.88565, -0.04191, 0.17974], [-1.73245, -0.69376, -0.30490], [-0.41278, -0.03249, -0.05646], [1.41138, 1.26914, -0.02224], [1.77186, -0.22490, 0.07100], [-3.85339, -0.66142, -0.05406], [-3.41850, 1.20985, 1.16606], [-1.87931, -1.77594, -0.75845], [1.32786, 1.91522, 0.92330], [1.93500, 1.73631, -0.77435], [3.55974, -0.21522, -0.09733], [0.65288, -1.94310, -0.07414], [-0.03874, 1.30107, -0.35735], [2.90081, -0.86069, 0.06648], [0.66132, -0.98215, 0.09269]],
  "lowdin_charge": [-0.05, -0.16, -0.29, -0.14, -0.41, 0.04, 0.23, 0.14, 0.15, 0.08, -0.02, 0.13, 0.07, 0.13, 0.12],
  "homo_energy_ev": -8.69,
  "molar_mass_g_mol": 109.1,
  "orbital_gap_ha": 0.3204
}

=====

List of relative energies, unit hartree: w 0.0141; x 0.0000